{"formula": "C22H22B2Cl2F4N5O6PdTe", "method": "wB97M-V/def2-TZVPD", "charge": 1, "homo_ha": [-0.3588, -0.3588], "orbital_gap_ev": [4.10, 4.10], "e_lumo_ha": [-0.208, -0.208], "total_energy_ev": -90944.3460, "species": ["Pd", "C", "C", "N", "O", "B", "F", "F", "O", "N", "C", "C", "C", "N", "O", "B", "F", "F", "O", "N", "C", "C", "C", "H", "H", "H", "H", "H", "H", "H", "H", "H", "H", "H", "H", "Te", "Cl", "C", "C", "C", "C", "C", "Cl", "C", "N", "C", "C", "C", "C", "C", "C", "C", "C", "O", "O", "H", "H", "H", "H", "H", "H", "H", "H", "H", "H"], "xyz": [[-0.486, -0.292, 0.323], [-0.414, 3.101, 2.885], [-0.098, 1.860, 2.124], [-0.941, 1.461, 1.082], [-1.958, 2.092, 0.867], [-3.570, 1.137, -0.027], [-4.196, 2.223, -0.419], [-3.888, 0.527, 1.113], [-2.988, 0.366, -1.055], [-2.187, -0.647, -0.606], [-2.448, -1.868, -0.904], [-3.621, -2.307, -1.698], [-1.459, -2.853, -0.381], [-0.501, -2.324, 0.294], [0.435, -3.104, 0.811], [1.707, -2.500, 1.363], [2.563, -2.240, 0.302], [2.182, -3.379, 2.275], [1.516, -1.199, 2.137], [1.167, -0.081, 1.420], [0.955, 1.017, 2.340], [1.895, 1.117, 3.485], [-1.567, -4.305, -0.677], [-1.492, 3.226, 2.959], [-0.012, 3.981, 2.380], [0.001, 3.053, 3.889], [-4.214, -1.461, -2.027], [-4.239, -2.979, -1.100], [-3.270, -2.866, -2.567], [2.785, 0.516, 3.312], [1.412, 0.724, 4.384], [2.162, 2.156, 3.674], [-2.565, -4.680, -0.454], [-0.833, -4.857, -0.098], [-1.368, -4.461, -1.740], [2.548, 0.678, -0.026], [2.341, -5.960, -0.313], [3.758, -4.952, -0.406], [4.518, -4.784, 0.730], [5.651, -3.988, 0.680], [6.027, -3.410, -0.518], [5.264, -3.603, -1.660], [5.902, -2.997, -3.157], [4.076, -4.343, -1.632], [3.280, -4.620, -2.731], [3.005, -3.913, -3.909], [2.731, -4.689, -5.037], [2.465, -4.107, -6.260], [2.441, -2.723, -6.372], [2.648, -1.955, -5.239], [2.913, -2.520, -3.996], [2.885, -1.599, -2.804], [1.484, -1.404, -2.288], [0.507, -2.014, -2.621], [1.301, -0.440, -1.341], [4.201, -5.252, 1.651], [6.247, -3.834, 1.570], [6.936, -2.829, -0.594], [2.844, -5.528, -2.689], [2.778, -5.768, -4.947], [2.288, -4.730, -7.126], [2.237, -2.251, -7.323], [2.568, -0.875, -5.305], [3.275, -0.619, -3.093], [3.473, -1.935, -1.948]], "nbo_charge": [0.8898, -0.6657, 0.0231, 0.1163, -0.2795, 1.3647, -0.4701, -0.4935, -0.5420, -0.1680, 0.4131, -0.7079, 0.2011, -0.0897, -0.4903, 1.2622, -0.5501, -0.4995, -0.5464, -0.3697, 0.3349, -0.7102, -0.6861, 0.2646, 0.2534, 0.2460, 0.2627, 0.2596, 0.2654, 0.2629, 0.2868, 0.2569, 0.2424, 0.2746, 0.2613, 1.0635, -0.0037, -0.0615, -0.2076, -0.2066, -0.2204, -0.0955, 0.0215, 0.1778, -0.6193, 0.1847, -0.2296, -0.1825, -0.2318, -0.1711, -0.0701, -0.5605, 0.8400, -0.5626, -0.8244, 0.2421, 0.2254, 0.2329, 0.4100, 0.2142, 0.2229, 0.2218, 0.2043, 0.2392, 0.2737]}